C16H27N3O3S | the ωB97M-V functional and the def2-TZVPD basis

Atoms and positions in Å:
C (-2.577, -1.907, 1.438)
C (-3.790, -2.010, 0.916)
C (-4.312, -3.264, 0.286)
C (-4.736, -0.853, 0.911)
S (-5.064, -0.255, -0.806)
C (-3.495, 0.328, -1.213)
N (-3.044, 0.577, -2.403)
N (-1.788, 1.039, -2.245)
C (-1.531, 1.049, -0.980)
C (-0.260, 1.453, -0.317)
N (0.845, 0.765, -0.939)
C (1.572, -0.172, -0.276)
O (1.431, -0.418, 0.899)
O (2.455, -0.727, -1.116)
C (3.408, -1.709, -0.638)
C (4.304, -1.095, 0.437)
C (2.676, -2.941, -0.106)
C (4.225, -2.065, -1.880)
C (-0.087, 2.986, -0.387)
C (-1.255, 3.673, 0.318)
C (1.272, 3.419, 0.180)
C (1.511, 3.041, 1.638)
O (-2.585, 0.610, -0.252)
H (-1.892, -2.738, 1.443)
H (-2.219, -0.997, 1.886)
H (-4.639, -3.066, -0.734)
H (-3.549, -4.037, 0.269)
H (-5.173, -3.631, 0.844)
H (-4.366, -0.009, 1.490)
H (-5.725, -1.142, 1.266)
H (-0.293, 1.122, 0.726)
H (0.953, 0.847, -1.937)
H (5.073, -1.807, 0.723)
H (3.716, -0.839, 1.314)
H (4.780, -0.194, 0.056)
H (3.397, -3.706, 0.167)
H (2.089, -2.679, 0.769)
H (2.012, -3.339, -0.871)
H (4.717, -1.177, -2.268)
H (4.977, -2.807, -1.629)
H (3.574, -2.464, -2.653)
H (-0.111, 3.263, -1.447)
H (-1.095, 4.747, 0.347)
H (-1.364, 3.310, 1.337)
H (-2.186, 3.486, -0.213)
H (2.059, 2.974, -0.431)
H (1.346, 4.504, 0.073)
H (0.747, 3.464, 2.285)
H (2.474, 3.429, 1.960)
H (1.525, 1.963, 1.766)

Its HOMO energy is -8.783 eV. As for the structure (SMILES): C=C(C)CSc1nnc([C@@H](NC(=O)OC(C)(C)C)[C@@H](C)CC)o1. The energy relative to the best compared isomer or geometry (same formula, charge and spin) is 43.9 kcal per mole. The value obtained for the molar mass is 341.48 g/mol. The value obtained for the gap between HOMO and LUMO is 9.402 eV.